(1)
Computed, not measured: the molecule C5H6N2O in a non-equilibrium geometry, with ωB97M-V/def2-TZVPD.

Structure (XYZ):
```
14
Properties=species:S:1:pos:R:3:forces:R:3
C -2.62387 -0.37382 0.29996 3.52 -2.05 2.11
C -1.09000 -0.40093 0.21597 1.67 0.69 1.34
O -0.38538 -1.00591 1.05449 -1.99 1.13 -1.99
C -0.56810 0.43553 -0.91872 1.41 -1.69 2.13
C 0.77433 0.64909 -1.04123 -1.29 1.26 -0.87
N 1.66251 0.16097 -0.14354 -0.02 0.69 -0.73
C 2.78651 0.18686 0.32194 -0.78 -1.20 0.25
N 3.72307 -0.21572 0.93073 3.36 -0.05 1.88
H -2.81328 -0.29758 1.35576 -0.71 0.02 0.24
H -2.67194 -1.38276 -0.02416 -1.46 -1.22 -0.28
H -3.07550 0.28505 -0.32606 -1.40 1.87 -1.60
H -1.40179 0.85754 -1.41170 0.15 0.73 -1.37
H 1.09273 1.32606 -1.87571 0.16 -0.66 0.86
H 4.59071 -0.22437 1.56227 -2.63 0.48 -1.97
```
Positions in Å, forces in eV/Å.

Output
**Total energy**: -10307.1002 eV
**Orbital gap**: 9.0672 eV
**Total charge**: 0
**SMILES**: CC(=O)/C=C\N=C=N

(2)
Computed, not measured: a structure of composition C4H11N2OS in a non-equilibrium geometry, with ωB97M-V/def2-TZVPD.

Structure (XYZ):
```
19
Properties=species:S:1:pos:R:3:forces:R:3
N 0.63594 -0.30952 -1.31588 -0.60 0.06 2.11
C 0.70831 -0.03760 0.11776 -1.72 -0.30 -0.58
C -0.59148 -0.30388 0.94924 -0.02 0.58 -0.98
C -1.83453 0.70078 0.73270 1.04 -0.30 -0.07
S -2.05984 1.34185 -0.88419 -0.56 -0.33 0.36
C 1.83028 -0.97372 0.69937 0.51 2.35 2.98
N 2.90617 -0.91058 -0.16774 -2.24 -0.88 1.00
O 1.69028 -1.52487 1.81181 0.21 1.18 -1.53
H -0.02518 0.33468 -1.73137 0.19 -0.49 -0.72
H 1.53605 -0.37692 -1.76844 0.04 0.62 -0.32
H 2.07478 -1.81373 -0.23727 3.00 -1.01 -2.57
H 1.03333 0.99996 0.29010 0.81 -0.33 0.49
H -0.30687 -0.21638 2.00266 -0.36 0.03 -0.11
H -0.90731 -1.33016 0.73705 -0.25 0.24 0.12
H -2.72672 0.19433 1.12813 -0.19 0.13 -0.32
H -1.73708 1.65142 1.29207 0.20 -0.20 0.26
H -5.11925 3.12945 -3.77385 -0.14 0.10 0.11
H -4.57514 2.73525 -4.07639 0.15 -0.11 -0.09
H 3.80502 -1.07165 0.30939 -0.09 -1.33 -0.13
```
Positions in Å, forces in eV/Å.

Output
**Total energy**: -20162.1806 eV
**Orbital gap (alpha / beta)**: 5.5316 / 6.3136 eV
**Total charge**: +2
**Multiplicity**: 2

(3)
Computed, not measured: a structure of composition C16H28F5N3O3PPdS3SeSi, with ωB97M-V/def2-TZVPD.

Structure (XYZ):
```
62
Properties=species:S:1:pos:R:3:forces:R:3
Pd 0.25350 0.00297 -0.96327 -0.07 0.18 -0.19
N 1.07479 -1.17240 -2.58024 -0.02 -0.02 0.07
N 0.48789 -0.84367 -3.81498 -0.06 -0.08 0.01
C -0.71438 -0.24439 -3.87418 0.06 0.03 -0.02
N -1.29360 -0.16278 -5.06887 0.03 0.03 -0.01
S -1.50111 0.37217 -2.51102 0.07 0.02 0.15
H 2.08266 -1.07454 -2.66633 0.00 0.15 0.03
H 0.84936 -2.13514 -2.31494 0.04 -0.03 -0.06
H 0.91006 -1.23711 -4.64310 -0.03 -0.03 0.00
H -0.85899 -0.51277 -5.90705 -0.01 0.00 0.00
H -2.10974 0.41748 -5.17390 -0.01 -0.03 0.00
C -1.54251 -1.26888 3.02940 0.00 0.00 0.01
C -0.11837 -1.26810 3.53320 -0.05 -0.02 -0.01
C 0.70411 -2.42579 3.01716 0.01 0.01 0.00
O 0.53983 0.02773 3.22894 0.01 0.08 0.01
P 0.85804 0.78008 1.90620 -0.01 -0.12 -0.04
S -0.71894 1.22148 0.72016 -0.02 0.02 -0.01
S 1.97799 -0.30172 0.61157 -0.02 0.01 -0.07
O 1.48168 2.11933 2.37575 0.03 0.00 -0.03
C 2.52329 2.35656 3.40096 -0.01 0.00 0.02
C 3.60465 1.30095 3.33418 0.00 0.00 0.00
C 1.86765 2.48410 4.75669 0.01 0.01 -0.01
H -2.04879 -2.14419 3.43886 0.00 0.00 0.01
H -1.56850 -1.33274 1.94163 -0.01 0.01 0.01
H -2.07843 -0.38017 3.36272 0.00 0.00 0.00
H -0.10044 -1.24971 4.62189 0.01 0.01 0.00
H 0.63400 -2.49823 1.93231 0.00 -0.01 0.02
H 0.30997 -3.34291 3.45725 0.00 0.00 -0.01
H 1.74966 -2.33243 3.31163 0.00 0.00 0.00
H 2.92200 3.31891 3.08567 -0.01 0.00 -0.01
H 3.21677 0.32096 3.62048 0.01 0.00 0.00
H 4.39412 1.56078 4.03938 0.00 0.01 0.00
H 4.04308 1.24386 2.33845 0.00 0.00 0.00
H 1.51574 1.51918 5.11845 -0.01 0.00 0.00
H 1.02948 3.17818 4.71460 0.01 0.00 0.00
H 2.59794 2.87534 5.46577 0.00 -0.01 0.00
C 0.27054 -4.16953 -1.41212 -0.01 0.04 0.00
Si -1.18912 -3.13779 -0.75912 0.07 -0.04 -0.01
C -2.45988 -3.05972 -2.14193 0.03 0.06 0.05
C -1.93893 -4.05142 0.68435 0.00 0.00 0.00
O -0.65931 -1.68350 -0.25835 -0.05 -0.08 -0.01
H 0.10692 -5.22982 -1.20722 -0.03 -0.01 -0.03
H 1.21021 -3.90413 -0.91542 -0.02 0.00 -0.01
H 0.40885 -4.10480 -2.49901 0.03 0.00 0.00
H -2.92871 -4.03368 -2.30299 0.04 -0.01 0.03
H -2.01727 -2.75755 -3.09482 0.00 0.03 -0.05
H -3.24891 -2.34512 -1.90062 -0.03 0.00 -0.01
H -2.27408 -5.04018 0.36131 -0.01 0.00 0.02
H -2.80468 -3.51963 1.08357 0.00 0.00 0.00
H -1.21976 -4.18977 1.49401 -0.01 0.00 -0.01
F -2.52931 6.33242 -2.77820 0.00 -0.01 0.00
C -1.65229 5.36714 -2.55998 0.00 0.03 0.01
C -1.04363 5.24879 -1.32161 -0.02 0.01 0.02
F -1.33726 6.11272 -0.35660 0.00 -0.01 -0.01
C -0.12478 4.23736 -1.10348 -0.01 -0.03 -0.02
F 0.46803 4.19303 0.08418 -0.01 -0.04 0.02
C 0.19076 3.31057 -2.09450 0.04 0.05 -0.08
Se 1.49954 1.97078 -1.78473 0.04 -0.11 0.15
C -0.40596 3.48439 -3.33891 0.03 0.05 0.03
F -0.08288 2.69404 -4.36905 -0.05 -0.13 0.03
C -1.32437 4.48726 -3.57807 0.01 -0.02 0.01
F -1.88817 4.61572 -4.77612 -0.01 0.00 -0.03
```
Positions in Å, forces in eV/Å.

Output
**Total energy**: -159742.7253 eV
**Orbital gap**: 6.9085 eV
**Total charge**: +1

(4)
Computed, not measured: a structure of composition C27H44BrNOP2Pd in a non-equilibrium geometry, with ωB97M-V/def2-TZVPD.

Structure (XYZ):
```
77
Properties=species:S:1:pos:R:3:forces:R:3
C -0.42925 6.63535 -6.01768 -0.07 -0.73 -0.46
C -0.58158 5.27743 -6.40683 -0.30 1.25 -1.72
C -0.92004 5.04605 -7.76212 0.23 0.59 0.72
C -1.05995 6.12753 -8.64059 -0.38 0.42 -1.77
N -0.89312 7.39135 -8.24677 0.49 -3.41 2.98
C -0.58844 7.65092 -6.97304 0.05 1.74 -0.19
C -0.44804 4.18564 -5.50096 -0.38 -0.83 2.89
C -0.51785 3.52321 -4.42851 1.08 3.55 -2.19
C -0.54863 2.75872 -3.24860 -0.10 1.25 1.83
C 0.36476 2.78239 -2.15444 0.03 -0.17 0.14
C 0.21430 1.84786 -1.14245 0.49 0.22 -0.62
C -0.83561 0.89485 -1.23395 0.36 0.39 -1.04
C -1.91070 1.12008 -2.08093 0.54 -0.26 -0.82
C -1.72480 1.95364 -3.23320 -1.77 0.66 3.41
Pd -0.66701 1.63407 -4.96570 0.61 -3.29 -3.19
P 1.96550 -1.22022 -1.69770 2.29 -0.25 -0.28
H -1.08092 4.03566 -8.12508 0.02 0.30 -0.23
H -0.19632 6.91436 -4.99276 -0.01 0.11 -0.28
H -1.31468 5.95989 -9.69279 0.05 0.03 0.24
H -0.46481 8.70488 -6.69291 -0.03 -0.31 -0.03
H -2.64419 2.31383 -3.69769 0.16 -0.06 -0.16
H 1.17467 3.51862 -2.14286 -0.31 -0.31 0.04
H -2.87231 0.65377 -1.90232 0.24 -0.27 -0.18
H 0.94421 1.81329 -0.31821 -0.56 -0.03 -0.50
C 2.50793 -2.75556 -0.86479 -0.53 -0.42 0.24
C 3.42863 -3.65064 -1.69797 0.26 -0.19 -0.25
H 1.59341 -3.29225 -0.57162 0.24 -0.11 -0.01
H 3.00119 -2.46681 0.07487 -0.28 0.03 -0.27
H 3.72023 -4.53444 -1.11410 -0.15 0.28 -0.10
H 2.94453 -4.01219 -2.61641 0.11 0.04 0.29
H 4.35695 -3.13333 -1.98146 -0.28 -0.11 0.09
C 2.43396 -1.22490 -3.47620 -0.32 -0.18 -0.36
C 3.44896 -0.17204 -3.92491 0.16 0.18 -0.18
H 1.47849 -1.08829 -4.01883 0.38 0.00 0.01
H 2.79784 -2.23194 -3.73890 -0.22 0.30 0.17
H 3.49170 -0.17886 -5.02184 0.03 0.00 0.26
H 3.16570 0.84170 -3.60951 0.15 -0.24 -0.06
H 4.46133 -0.39578 -3.56252 -0.40 0.14 -0.13
C 2.89576 0.07440 -0.84032 -0.12 0.69 0.19
C 4.37324 -0.27543 -0.63672 0.44 -0.15 0.00
H 2.40836 0.23368 0.13473 0.13 -0.10 -0.18
H 2.78791 1.01207 -1.40221 0.09 -0.23 0.11
H 4.91230 0.58911 -0.22704 -0.23 -0.20 -0.08
H 4.49349 -1.10255 0.07197 0.06 0.26 -0.17
H 4.86907 -0.55069 -1.57568 -0.11 0.06 0.32
Br -0.48919 -0.84905 -0.62237 -0.83 0.41 1.11
P -2.25100 -2.55496 -3.41194 0.54 0.50 2.03
C -0.58966 -3.27614 -3.14466 0.39 -0.40 -0.30
C -0.51279 -4.65623 -3.83834 -0.03 -0.38 -0.25
H -0.40944 -3.41067 -2.06370 -0.38 0.23 -0.37
H 0.19984 -2.60403 -3.52298 -0.54 -0.12 -0.05
H 0.51866 -4.92239 -4.10251 -0.27 0.13 0.13
H -0.90480 -5.44438 -3.18148 0.06 0.25 -0.22
H -1.10924 -4.66584 -4.76066 0.28 -0.12 0.14
C -3.05767 -2.27507 -1.80683 -0.32 -0.28 0.32
C -4.27819 -3.20095 -1.70802 -0.31 -0.11 -0.01
H -3.34069 -1.21740 -1.68537 0.07 -0.46 -0.12
H -2.34875 -2.50730 -0.99473 -0.34 -0.13 -0.61
H -4.56313 -3.32707 -0.66031 -0.02 0.01 -0.22
H -5.12407 -2.78054 -2.25831 0.05 -0.17 0.08
H -4.03810 -4.18082 -2.13508 -0.23 0.03 0.24
C -2.39860 -1.09312 -4.44945 0.05 0.34 -0.85
C -2.73993 -1.58201 -5.87263 0.11 0.05 -0.09
H -1.44512 -0.51269 -4.40235 -0.30 -0.38 0.03
H -3.20724 -0.44825 -4.05792 0.35 -0.47 -0.02
H -3.06087 -0.75809 -6.51249 -0.07 -0.11 0.06
H -1.87951 -2.06415 -6.34669 -0.14 -0.02 0.06
H -3.54917 -2.31662 -5.79372 0.06 0.22 -0.33
C -0.81604 0.91136 2.03758 -0.02 -0.22 0.14
C -2.19184 0.28604 1.91314 -1.45 -0.05 0.90
O -2.91385 0.44352 0.67507 1.01 0.32 -0.96
H -0.03297 0.19812 1.78215 0.13 0.18 0.02
H -0.65206 1.19988 3.07698 0.00 0.06 -0.11
H -0.72031 1.80291 1.42124 -0.01 0.24 0.06
H -2.15870 -0.79488 2.07974 0.01 0.17 0.13
H -2.88751 0.72709 2.64298 0.54 -0.30 0.22
H -2.68364 1.32418 0.34302 -0.50 -0.07 0.36
```
Positions in Å, forces in eV/Å.

Output
**Total energy**: -124300.1670 eV
**Orbital gap (alpha / beta)**: 6.1211 / 4.5122 eV
**Total charge**: +4
**Multiplicity**: 5

(5)
Computed, not measured: a structure of composition C23H40NO3P2Pb in a non-equilibrium geometry, with ωB97M-V/def2-TZVPD.

Structure (XYZ):
```
70
Properties=species:S:1:pos:R:3:forces:R:3
Pb -1.14548 0.85078 -0.32093 0.18 -1.66 1.05
P -0.40425 1.68838 2.40453 0.32 -0.07 0.37
C -0.18507 3.45339 1.95061 -0.28 0.04 -0.21
C 0.78461 3.70843 0.82006 0.08 0.33 -0.30
N 0.79669 2.86225 -0.22748 -0.01 -0.02 -0.03
C 1.62442 3.11473 -1.25696 0.07 0.27 0.14
C 2.46940 4.22614 -1.26888 -0.11 0.03 0.00
C 2.44535 5.12960 -0.21052 -0.17 -0.36 0.00
C 1.57741 4.85961 0.84354 -0.01 -0.16 0.13
C 1.67073 2.16532 -2.43820 0.25 0.10 0.00
P 0.15974 1.18172 -2.70064 0.59 -0.25 -0.66
H 1.48742 5.52596 1.69899 0.12 -0.10 -0.21
H 3.11888 4.36574 -2.12832 -0.05 0.07 0.18
H 3.08687 6.01345 -0.20563 -0.24 -0.30 -0.01
H 1.86029 2.73592 -3.35976 0.16 -0.16 0.27
H 2.50014 1.45199 -2.30188 -0.19 0.23 -0.03
H -1.20644 3.78792 1.61980 0.85 0.03 0.53
H 0.17287 3.96532 2.85376 -0.43 0.28 -0.29
H -3.47935 2.29417 -1.43300 0.55 1.05 1.21
O -2.98647 2.81095 -0.70797 -0.78 -0.12 -0.63
H -3.59206 3.45066 -0.29863 0.18 -0.36 -0.35
H -3.75107 0.21066 -2.23413 -0.15 0.87 -0.30
O -3.73157 1.14306 -2.55176 -0.33 -1.33 -0.55
H -4.26037 1.14753 -3.37340 0.28 0.05 0.55
C -0.72660 2.11797 -3.98301 -0.17 0.14 -0.17
H -0.12920 2.14608 -4.90663 -0.20 0.01 0.24
H -1.70087 1.64872 -4.18267 0.35 0.19 0.03
H -0.89467 3.14515 -3.63088 -0.03 -0.25 -0.09
C 0.78179 -0.29726 -3.55714 0.04 -0.26 -0.19
H -0.03146 -1.03273 -3.65286 0.31 0.19 0.03
H 1.15489 -0.04320 -4.56130 -0.10 -0.06 0.29
H 1.59666 -0.75441 -2.97474 -0.38 0.11 -0.10
C 1.17114 1.25973 3.22679 0.13 -0.14 -0.01
H 1.28407 1.81733 4.16794 -0.01 -0.12 -0.26
H 1.17460 0.17960 3.44263 0.07 0.37 -0.09
H 2.01569 1.49214 2.56462 -0.18 -0.16 0.14
C -1.52659 1.87551 3.84151 -0.24 -0.05 -0.01
H -1.85042 0.88208 4.18555 0.08 0.33 -0.07
H -1.01815 2.39793 4.66718 -0.16 -0.16 -0.28
H -2.41290 2.45423 3.54294 0.20 -0.23 0.13
C -3.17725 -1.87020 0.59551 -0.18 0.06 0.01
C -2.08988 -1.98434 1.67653 0.53 -0.14 -0.14
C -2.70976 -2.38354 3.01639 -0.01 0.18 0.03
C -0.97289 -2.92744 1.24210 0.57 0.40 -0.66
C -1.00223 -4.27407 1.57260 0.22 -0.14 -0.06
C -0.00305 -5.14516 1.13401 -0.06 -0.21 0.13
C 1.08111 -4.66042 0.40713 -0.19 0.00 0.15
C 1.17047 -3.31994 0.06882 -0.39 0.63 -0.07
C 2.38299 -2.79769 -0.70087 -0.26 -0.07 0.32
C 3.67054 -3.04733 0.09403 -0.06 0.06 0.03
C 2.46931 -3.42410 -2.09062 0.00 0.07 -0.05
C 0.09791 -2.43193 0.40705 -0.32 -1.91 0.81
O 0.10988 -1.22419 -0.06312 -0.50 2.82 -0.77
H -3.87449 -2.71501 0.69162 0.20 0.17 -0.18
H -2.75448 -1.89141 -0.42165 -0.03 0.00 0.25
H -3.76548 -0.94978 0.72481 -0.01 -0.13 -0.04
H -1.62449 -0.99389 1.82244 -0.06 -0.16 -0.08
H -3.39342 -3.23276 2.89702 0.15 0.15 0.12
H -1.93281 -2.64827 3.74233 -0.17 0.01 -0.12
H -3.28005 -1.54076 3.42203 -0.09 -0.16 0.00
H -1.82457 -4.64731 2.18791 0.29 -0.02 -0.22
H -0.06435 -6.20345 1.37410 0.02 0.17 0.00
H 1.88086 -5.33200 0.08410 -0.28 0.07 0.19
H 2.25948 -1.71331 -0.81317 -0.05 -0.15 0.05
H 3.83350 -4.12445 0.23249 0.05 0.25 -0.01
H 4.53466 -2.62493 -0.43288 -0.06 -0.12 0.10
H 3.60206 -2.58081 1.08603 0.06 -0.14 -0.21
H 1.54754 -3.24284 -2.65437 0.10 -0.11 0.04
H 3.30693 -2.99420 -2.65027 -0.02 -0.12 -0.02
H 2.62129 -4.50703 -2.01519 -0.03 0.17 -0.10
```
Positions in Å, forces in eV/Å.

Output
**Total energy**: -55953.9197 eV
**Orbital gap**: 5.8863 eV
**Total charge**: +1